Below is a molecular structure, C3H3N4O2 at a distorted geometry, with properties calculated with wB97M-V/def2-TZVPD.

Geometry as XYZ:
```
12
C3H3N4O2 wB97M-V/def2-TZVPD
C 0.828 1.906 0.596
C 0.252 0.119 -0.207
C -2.686 0.296 -0.436
N 1.563 1.763 -0.527
N 1.117 0.610 -1.059
N 0.008 0.898 0.876
N -0.456 -1.142 -0.320
O -2.469 1.005 -1.299
O -3.053 -0.330 0.446
H 1.008 2.644 1.340
H 0.027 -2.046 -0.378
H -0.868 -1.065 0.560
```

Computed properties:
Maximum force = 2.50 eV/Å
Gap between HOMO and LUMO = 6.990 eV
E_HOMO = -3.409 eV
Charge = -1
LUMO level = 3.6 eV
E_tot = -485.69575 hartree
Spin multiplicity = 1

***

Below is a gas-phase ion, C6H14NS (charge -1) at a distorted geometry, with properties calculated with wB97M-V/def2-TZVPD.

Geometry as XYZ:
```
22
C6H14NS wB97M-V/def2-TZVPD
C -1.869 1.588 -0.384
C -1.235 0.358 0.263
C -2.284 -0.641 0.719
C -0.172 -0.424 -0.589
N 0.720 -1.066 0.382
C 1.924 -0.286 0.683
C 3.066 -0.139 -0.310
S 2.661 -0.463 -2.131
H -1.852 1.913 -1.433
H -1.782 2.582 0.077
H -2.961 1.453 -0.276
H -0.608 0.747 1.068
H -1.832 -1.526 1.166
H -2.788 -1.069 -0.153
H -3.024 -0.156 1.357
H -0.699 -1.113 -1.247
H 0.367 0.323 -1.168
H 1.099 -1.875 -0.114
H 1.581 0.719 0.954
H 2.289 -0.700 1.634
H 3.658 0.768 -0.207
H 3.742 -0.994 -0.293
```

Computed properties:
SMILES = CC(C)CNCC[S-]
Maximum force = 2.80 eV/Å
Gap between HOMO and LUMO = 5.824 eV
E_HOMO = -2.245 eV
Charge = -1
LUMO level = 3.6 eV
E_tot = -689.93431 hartree
Spin multiplicity = 1

***

Below is C10H20N6O4 in the gas phase at a distorted geometry, with properties calculated with wB97M-V/def2-TZVPD.

Geometry as XYZ:
```
40
C10H20N6O4 wB97M-V/def2-TZVPD
H -3.845 -2.482 -1.444
N -3.621 -1.540 -1.756
C -4.311 -0.668 -1.103
N -5.085 -0.955 0.005
N -4.309 0.660 -1.558
C -4.006 1.794 -0.640
C -2.863 1.528 0.392
C -1.588 0.952 -0.237
C -0.642 0.273 0.791
N 0.721 0.012 0.269
C 1.744 0.891 0.599
O 1.685 1.658 1.543
C 3.018 0.766 -0.249
N 3.876 1.924 -0.033
C 3.724 -0.547 0.140
C 4.910 -0.957 -0.713
N 5.677 0.049 -1.190
O 5.122 -2.124 -0.938
C -1.261 -1.049 1.373
O -2.452 -1.227 1.551
O -0.334 -1.941 1.736
H -4.567 -1.513 0.691
H -5.549 -0.200 0.438
H -3.834 0.724 -2.445
H -4.884 2.079 -0.074
H -3.766 2.662 -1.300
H -2.667 2.472 0.937
H -3.258 0.808 1.149
H -1.890 0.237 -1.006
H -1.020 1.776 -0.719
H -0.451 0.933 1.639
H 0.729 -0.383 -0.661
H 2.774 0.756 -1.340
H 3.910 2.126 0.971
H 3.426 2.767 -0.445
H 3.022 -1.399 0.146
H 4.058 -0.440 1.184
H 5.465 0.996 -0.899
H 6.494 -0.203 -1.704
H 0.525 -1.588 1.467
```

Computed properties:
SMILES = [H]/N=C(\N)NCCC[C@H](NC(=O)[C@@H](N)CC(N)=O)C(=O)O
Maximum force = 1.73 eV/Å
Gap between HOMO and LUMO = 9.157 eV
E_HOMO = -8.859 eV
LUMO level = 0.3 eV
E_tot = -1022.62830 hartree
Spin multiplicity = 1

***

Below is a gas-phase ion, C3HOS (charge -1) at a distorted geometry, with properties calculated with wB97M-V/def2-TZVPD.

Geometry as XYZ:
```
6
C3HOS wB97M-V/def2-TZVPD
C -2.021 -0.960 0.327
C -1.671 0.489 -1.231
C -2.887 0.163 -0.519
O -1.042 -1.430 0.684
S -4.338 0.581 0.183
H -3.190 -1.006 0.591
```

Computed properties:
Maximum force = 10.65 eV/Å
Gap between HOMO and LUMO = 6.930 eV
E_HOMO = -3.051 eV
Charge = -1
LUMO level = 3.9 eV
E_tot = -588.17614 hartree
Spin multiplicity = 1

***

Below is C5H10O in the gas phase at a distorted geometry, with properties calculated with wB97M-V/def2-TZVPD.

Geometry as XYZ:
```
16
C5H10O wB97M-V/def2-TZVPD
C 0.621 1.899 1.400
C 0.212 1.204 0.112
C -0.144 -0.251 0.355
C -0.575 -0.903 -0.922
C -0.491 -2.835 -1.794
O -0.669 -2.323 -0.588
H 0.869 2.949 1.226
H -0.192 1.853 2.133
H 1.496 1.408 1.841
H -0.649 1.713 -0.342
H 1.026 1.257 -0.625
H 0.726 -0.804 0.736
H -0.944 -0.361 1.095
H 0.228 -0.770 -1.666
H -1.509 -0.546 -1.364
H 0.329 -3.570 -1.634
```

Computed properties:
Maximum force = 1.10 eV/Å
Gap between HOMO and LUMO = 8.719 eV
E_HOMO = -8.268 eV
LUMO level = 0.5 eV
E_tot = -271.59731 hartree
Spin multiplicity = 1

***

Below is a molecular structure, C16H33N4Pt at a distorted geometry, with properties calculated with wB97M-V/def2-TZVPD.

Geometry as XYZ:
```
54
C16H33N4Pt wB97M-V/def2-TZVPD
Pt -0.524 0.309 0.491
C -1.964 3.058 0.767
C -0.728 3.304 -0.069
N -0.209 2.038 -0.660
C 1.221 2.206 -1.086
C 2.254 1.788 -0.039
N 2.066 0.372 0.164
C 2.885 -0.421 1.049
C 2.231 -0.531 2.429
C 1.061 -1.521 2.519
N -0.295 -1.158 1.970
C -1.205 -0.693 3.041
C -0.814 0.706 3.475
N -0.676 1.548 2.259
C -1.654 2.668 2.197
H -2.521 2.241 0.300
H -2.619 3.929 0.771
H 0.078 3.736 0.531
H -0.936 4.012 -0.873
H -0.754 1.817 -1.491
H 1.367 3.250 -1.368
H 1.377 1.599 -1.979
H 2.110 2.345 0.896
H 3.256 2.055 -0.402
H 2.048 -0.063 -0.751
H 3.921 -0.066 1.129
H 2.932 -1.424 0.620
H 1.937 0.456 2.796
H 2.987 -0.896 3.130
H 0.885 -1.753 3.572
H 1.371 -2.448 2.037
H -0.705 -1.982 1.539
H -1.201 -1.369 3.902
H -2.210 -0.677 2.618
H 0.108 0.733 4.055
H -1.603 1.091 4.120
H 0.265 1.927 2.220
H -1.269 3.505 2.786
H -2.582 2.337 2.661
C -0.981 -1.541 -4.499
C -0.776 -2.413 -3.254
C -1.969 -3.363 -3.086
C 0.513 -3.231 -3.408
C -0.670 -1.550 -2.064
C -0.614 -0.837 -1.085
H -1.008 -2.167 -5.393
H -0.167 -0.823 -4.608
H -1.920 -0.991 -4.436
H -2.031 -4.038 -3.941
H -2.903 -2.804 -3.020
H -1.863 -3.962 -2.181
H 0.446 -3.871 -4.289
H 0.678 -3.863 -2.535
H 1.377 -2.575 -3.526
```

Computed properties:
Maximum force = 1.59 eV/Å
Gap between HOMO and LUMO = 8.230 eV
E_HOMO = -10.509 eV
Charge = +1
LUMO level = -2.3 eV
E_tot = -967.53439 hartree
Spin multiplicity = 1

***

- The highest gap between HOMO and LUMO belongs to which entry?
  C10H20N6O4

***

- Which of these has the lowest E_HOMO?
  C16H33N4Pt